Molecular formula: C39H34Br2N8O2SeSn
Method: DFT, the ωB97M-V functional and the def2-TZVPD basis

Structure (XYZ):
```
87
Properties=species:S:1:pos:R:3:forces:R:3:mulliken_charge:R:1
Sn -1.32461 1.36501 0.85412 0.8 -1.0 1.1 0.8652
C -1.27141 5.44307 1.85473 0.0 0.0 0.0 -1.4622
C -2.35823 4.67871 1.14942 0.0 0.0 0.0 0.6946
C -2.40059 4.59177 -0.23770 0.0 0.1 -0.1 -0.3119
C -3.38828 3.85619 -0.87904 -0.1 0.1 0.0 -0.3447
C -4.36142 3.20221 -0.13652 0.0 0.0 0.0 -0.3643
C -4.32430 3.27181 1.24913 -0.1 0.1 0.0 -0.2496
C -3.33204 4.00511 1.88126 -0.1 0.1 0.1 -0.5051
H -0.98077 4.92524 2.76875 0.0 0.0 0.0 0.3036
H -1.60349 6.45414 2.10959 0.0 0.0 0.0 0.4495
H -0.38128 5.52113 1.22977 0.0 0.0 0.0 0.2643
H -1.63226 5.08310 -0.82557 0.0 0.0 0.0 0.2868
H -3.38674 3.77980 -1.96029 0.0 0.0 0.0 0.3484
H -5.11942 2.60659 -0.63080 0.0 0.0 0.0 0.3483
H -5.04469 2.72553 1.84470 0.0 0.0 0.0 0.3644
H -3.28270 4.02383 2.96376 0.0 -0.1 0.0 0.2419
Br 11.75910 3.83528 -2.51732 0.0 0.0 0.0 -0.2452
C 10.01735 3.84842 -1.73989 0.0 0.0 0.0 0.1358
C 9.68054 2.87891 -0.81207 0.0 0.0 0.0 -0.4735
C 8.41355 2.89636 -0.24761 0.0 -0.1 -0.1 -0.1128
C 7.48645 3.87201 -0.60649 0.0 0.0 0.1 -0.0083
C 7.85429 4.84062 -1.53814 0.1 0.0 0.1 -0.3125
C 9.11544 4.83025 -2.11330 0.0 0.0 0.0 -0.4506
N 6.21578 3.94837 0.00460 0.1 -0.2 0.1 -0.6036
N 5.43704 3.01429 -0.36255 -0.1 0.4 -0.4 -0.0177
C 4.20237 2.96822 0.21333 0.0 -0.2 0.2 0.2720
C 3.93418 3.44701 1.51055 -0.1 0.2 -0.1 -0.1756
C 2.70578 3.34530 2.09316 0.0 0.0 0.0 -1.2371
C 1.57601 2.75772 1.42237 0.2 0.1 0.2 0.5646
O 0.46016 2.71638 1.96237 -0.1 0.2 -0.7 -0.4479
C 1.85127 2.24123 0.06002 0.0 0.0 -0.1 -0.4022
N 0.81425 1.72531 -0.62021 -0.2 0.5 0.0 0.2821
C 0.96937 1.31299 -1.85565 0.0 -0.2 0.1 -0.4212
C 2.21327 1.34141 -2.49817 0.0 0.0 0.0 -0.9003
C 3.29161 1.85690 -1.82785 0.0 0.0 0.0 -0.5575
C 3.13664 2.34205 -0.51395 0.1 -0.2 0.1 0.5629
H 10.39732 2.11764 -0.53484 0.0 0.0 0.0 0.3763
H 8.12564 2.14656 0.47783 0.0 0.0 0.0 0.4022
H 7.13341 5.60203 -1.80715 0.0 0.0 0.0 0.3992
H 9.39516 5.57695 -2.84434 0.0 0.0 0.0 0.3753
H 4.75808 3.89228 2.05597 0.0 0.0 0.0 0.3922
H 2.53486 3.68655 3.10603 0.0 0.0 0.0 0.4386
H 0.08733 0.91498 -2.34757 0.0 0.0 0.0 0.4362
H 2.31026 0.96460 -3.50904 0.0 0.0 0.0 0.3771
H 4.26830 1.91198 -2.29004 0.0 0.0 0.0 0.4396
Br -1.44807 1.04903 4.37021 -0.3 0.5 0.4 -0.8531
O -0.30438 -0.10841 1.44713 0.0 0.0 -0.5 -1.0147
C -2.18027 -2.34240 4.63425 0.0 -0.1 -0.2 -0.4372
N -3.61978 -2.27756 4.84886 0.0 0.0 0.0 0.3242
C -4.30697 -2.73128 5.94854 0.0 0.0 0.0 -0.3637
C -5.61470 -2.45255 5.75982 0.0 0.0 0.0 -0.3697
N -5.71193 -1.82287 4.53223 0.0 0.0 0.0 0.2361
C -6.91191 -1.32941 3.90627 0.0 0.0 0.0 -0.8669
C -4.47768 -1.71202 3.96050 0.2 0.2 0.1 -0.5517
Se -4.02182 -0.92116 2.39093 -0.4 -0.2 -0.4 -0.2948
H -1.73072 -2.80455 5.51185 0.0 0.0 0.0 0.2373
H -1.78234 -1.33281 4.47403 0.0 0.0 0.1 -0.0577
H -1.97395 -2.93261 3.74040 0.0 0.0 0.0 0.2874
H -3.80865 -3.20575 6.77460 0.0 0.0 0.0 0.3765
H -6.47179 -2.63463 6.38264 0.0 0.0 0.0 0.3744
H -7.75870 -1.54378 4.55759 0.0 0.0 0.0 0.2981
H -7.04927 -1.80606 2.93506 0.0 0.0 0.0 0.3047
H -6.82894 -0.25596 3.73572 0.0 0.0 0.0 0.2815
N -1.95997 -5.15740 -3.92502 0.0 0.0 0.0 0.0449
C -1.52365 -6.41310 -4.27609 0.0 0.0 0.0 0.6351
C -1.93129 -7.32206 -5.24504 0.0 0.0 0.0 -0.9886
C -1.24069 -8.51947 -5.30898 0.0 0.0 0.0 -0.3820
C -0.18001 -8.79737 -4.43424 0.0 0.0 0.0 -0.4346
C 0.21835 -7.88720 -3.47276 0.0 0.0 0.0 -0.7030
C -0.46415 -6.67531 -3.39169 0.0 0.0 0.0 0.4609
N -0.27645 -5.60539 -2.53763 0.0 0.0 0.0 -0.6658
C -1.17762 -4.72441 -2.87932 0.0 0.1 0.0 -0.0131
C -1.38182 -3.40533 -2.25781 0.0 -0.1 0.0 1.2594
C -2.36592 -2.53184 -2.71688 0.0 0.0 0.0 -0.6799
C -2.49709 -1.30663 -2.08641 0.0 0.0 0.0 -0.8463
N -1.73909 -0.91830 -1.06798 -0.1 -0.2 -0.3 0.1837
C -0.79832 -1.75317 -0.60225 -0.1 0.2 0.1 -0.2957
C -0.59679 -3.00358 -1.18821 0.1 0.0 0.1 -0.8922
H -2.71308 -4.64185 -4.34013 0.0 0.0 0.0 0.1457
H -2.75021 -7.10918 -5.92078 0.0 0.0 0.0 0.3621
H -1.52521 -9.25677 -6.04913 0.0 0.0 0.0 0.3602
H 0.33473 -9.74639 -4.51684 0.0 0.0 0.0 0.3610
H 1.03530 -8.09612 -2.79472 0.0 0.0 0.0 0.4305
H -3.02778 -2.77606 -3.53980 0.0 0.0 0.0 0.1940
H -3.25647 -0.60232 -2.41630 0.0 0.0 0.0 0.4248
H -0.29681 -1.27920 0.30943 0.0 -0.2 -0.1 0.6063
H 0.16337 -3.67262 -0.80749 0.0 0.0 0.0 0.5048
```
Forces are in eV/Å.

Computed properties:
Orbital gap: 4.342 eV
Net charge: -2



Molecular formula: C39H34CdClN3SSi2
Method: DFT, the ωB97M-V functional and the def2-TZVPD basis

Structure (XYZ):
```
81
Properties=species:S:1:pos:R:3:forces:R:3:mulliken_charge:R:1
C -1.04279 -0.84864 1.58554 -0.1 -0.2 -0.5 -0.4131
C -1.55351 -0.31512 0.35601 0.0 -0.2 0.6 -1.2338
C -1.29631 -1.30355 -0.68057 0.4 -0.6 0.2 -0.8609
H -2.18182 0.57544 0.24213 0.1 -0.5 0.1 0.7428
C -0.59767 -2.39146 -0.06680 -0.4 0.5 0.0 0.0039
C -0.44470 -2.10131 1.31176 -0.6 0.3 -0.2 -1.1484
H -0.00895 -2.77011 2.05749 -0.1 0.3 -0.3 0.4604
H -1.14101 -0.37993 2.56676 0.2 -0.1 -0.4 0.4554
H -1.74328 -1.31029 -1.67761 0.3 0.0 0.3 0.7301
H -0.30180 -3.31670 -0.56725 -0.1 0.4 0.1 0.4679
Cd 0.42087 0.35560 -0.71028 0.3 -0.3 0.1 2.2324
Si -0.17098 0.18782 -7.22594 2.0 0.4 -0.5 1.0171
C 0.21214 1.66098 -8.29335 -0.2 0.0 -0.3 0.2942
C 1.54958 1.85008 -8.67455 -0.3 0.7 -0.1 -0.2504
H 2.29689 1.08028 -8.44871 -0.2 0.3 -0.1 0.3421
C 1.92053 3.04325 -9.29826 0.0 -0.3 0.1 -0.6578
H 2.96762 3.19973 -9.55348 -0.2 0.1 -0.1 0.3772
C 0.95963 4.02170 -9.56485 -0.2 -0.1 0.1 -0.4822
H 1.25716 4.95658 -10.04136 -0.1 -0.2 0.1 0.3729
C -0.38086 3.80736 -9.22081 0.1 0.0 0.0 -0.5304
H -1.12791 4.57601 -9.42336 0.2 -0.2 0.0 0.3954
C -0.76468 2.62034 -8.59202 0.7 0.1 -0.1 -0.4582
H -1.80348 2.43690 -8.30466 0.3 0.2 -0.1 0.3377
C 0.54318 -1.28617 -8.10771 -0.1 -0.4 0.0 0.4517
C 0.19882 -1.48507 -9.45460 0.5 -0.5 0.2 -0.3864
H -0.54180 -0.82921 -9.92152 0.3 -0.2 0.0 0.3138
C 0.82489 -2.50035 -10.18548 -0.1 0.1 0.2 -0.6045
H 0.58152 -2.62678 -11.23908 0.0 -0.1 0.2 0.3801
C 1.76902 -3.33233 -9.57183 -0.1 0.3 0.1 -0.4701
H 2.24523 -4.12794 -10.14400 -0.1 0.2 0.1 0.3578
C 2.10181 -3.13804 -8.22909 -0.1 0.0 0.0 -0.6798
H 2.85109 -3.76688 -7.74977 -0.2 0.0 -0.1 0.3882
C 1.48009 -2.12796 -7.49020 0.0 0.0 -0.5 -0.0893
H 1.73703 -1.97993 -6.43508 -0.1 -0.1 -0.5 -0.0151
H -1.63104 0.07753 -7.23959 -0.3 0.1 0.5 -0.2723
Si 1.22435 0.62740 -5.23855 -3.0 -0.6 0.4 -0.5294
C 0.33566 -0.91334 -4.49571 0.6 0.0 0.5 1.3790
C -1.03792 -1.18893 -4.68047 0.1 -0.6 0.0 -0.3042
H -1.72089 -0.45567 -5.12765 0.4 -0.3 0.3 0.3774
C -1.56910 -2.44261 -4.34379 0.2 0.4 0.0 -1.1018
H -2.62967 -2.63616 -4.52129 0.3 0.0 0.1 0.3932
C -0.74493 -3.42123 -3.79427 0.2 0.0 0.1 -0.6719
H -1.15250 -4.40167 -3.55705 0.1 0.2 0.0 0.3969
C 0.60391 -3.14200 -3.55271 0.0 0.2 0.0 -0.6341
H 1.24934 -3.89505 -3.09543 -0.2 0.1 -0.1 0.3829
C 1.14172 -1.89735 -3.89858 -0.6 -0.3 0.0 -0.8548
H 2.20410 -1.68084 -3.73579 -0.4 -0.1 0.0 0.4328
C 0.11029 2.06751 -4.80523 0.4 0.6 0.5 0.8684
C -1.03175 1.87713 -4.00997 -0.1 0.3 -0.5 0.0661
H -1.16884 0.93325 -3.47716 0.0 0.4 -0.2 0.4527
C -2.01480 2.86222 -3.94634 0.3 0.0 0.1 -0.7890
H -2.94115 2.65091 -3.40617 0.3 0.2 -0.1 0.4305
C -1.79339 4.09369 -4.56724 0.1 0.0 -0.2 -0.5335
H -2.55590 4.86750 -4.50384 0.2 -0.1 -0.1 0.3839
C -0.59963 4.33434 -5.26097 0.0 0.0 0.2 -0.4932
H -0.43030 5.29924 -5.74509 -0.1 -0.3 0.2 0.4123
C 0.36808 3.33136 -5.36184 -0.8 -0.3 -0.1 -0.7761
H 1.28731 3.49201 -5.93471 -0.4 0.1 0.1 0.3277
H 2.57833 0.82803 -4.68680 0.3 -0.3 -0.9 -0.1068
Cl 1.85266 1.37348 -2.29250 0.2 0.3 0.3 -0.6152
N 2.78707 0.61540 3.01907 0.4 -0.1 0.0 -0.0557
C 1.90036 1.60312 3.44710 -0.4 -0.6 -0.3 0.6196
C 1.62287 2.07367 4.71696 -0.3 0.7 0.4 -0.8226
C 0.47459 2.87624 4.85905 0.7 -0.4 -0.1 -0.4398
C -0.36324 3.16868 3.76533 0.3 -0.1 -0.7 -0.6216
C -0.07246 2.67277 2.48610 0.1 0.1 0.2 -0.5535
C 1.06327 1.86411 2.34315 0.3 -0.6 0.5 0.2671
N 1.45298 1.04632 1.30048 1.5 -1.1 -0.1 -0.3752
C 2.48767 0.28878 1.73484 -2.2 1.9 -0.1 0.2605
C 3.07734 -0.79875 0.97562 0.9 -1.3 -0.6 -0.2942
C 4.16245 -1.57712 1.34369 -0.9 0.6 -0.3 -0.5950
S 4.46630 -2.80629 0.17189 -0.8 1.0 0.0 -0.1563
C 3.13114 -2.18968 -0.77405 -0.2 1.0 1.1 -0.1584
N 2.49889 -1.16950 -0.22455 0.8 -0.9 -0.3 0.2757
H 3.51670 0.16864 3.56144 -0.4 0.2 0.0 0.2023
H 2.29571 1.81778 5.54150 -0.5 0.2 -0.1 0.3537
H 0.21997 3.27405 5.83929 0.1 -0.1 -0.2 0.3788
H -1.24810 3.79606 3.91760 0.4 -0.3 -0.1 0.3806
H -0.69419 2.86114 1.60697 0.1 0.0 0.4 0.3902
H 4.72422 -1.42015 2.25238 0.2 -0.3 -0.2 0.3659
H 2.87424 -2.61963 -1.73900 -0.1 0.1 0.3 0.1160
```
Forces are in eV/Å.

Computed properties:
Orbital gap: 6.938 eV
Net charge: 0



Molecular formula: C39H34ClGeMgN4OS
Method: DFT, the ωB97M-V functional and the def2-TZVPD basis

Structure (XYZ):
```
82
Properties=species:S:1:pos:R:3:forces:R:3:mulliken_charge:R:1
Mg 0.11722 -0.52459 0.19040 0.3 0.2 -0.1 0.6210
Cl -3.59895 4.26091 4.00757 -0.1 -0.2 0.0 -0.2392
C -2.91662 3.15984 2.81291 -0.3 -0.4 0.1 0.3491
C -3.02108 3.46027 1.46226 -0.3 -0.4 -0.3 -0.5291
C -2.48749 2.57749 0.53368 -0.2 0.1 0.0 -0.5965
C -1.85902 1.37452 0.89721 0.3 -0.5 -0.2 1.0145
O -1.42750 0.55511 -0.03544 -0.5 0.7 0.4 -1.0500
C -1.73922 1.09286 2.31028 0.2 -0.5 0.1 0.2461
C -1.14554 -0.11979 2.85031 0.0 0.2 -0.4 -0.4781
N -0.47732 -0.99221 2.09360 -0.1 0.0 0.3 0.0655
C -0.01574 -2.19578 2.51067 -0.1 0.0 -0.1 0.8507
C 0.01841 -2.67436 3.83426 0.0 -0.1 -0.2 -0.8871
C 0.46434 -3.96944 4.10624 0.0 0.0 -0.1 -0.7425
C 0.88637 -4.83272 3.11666 0.0 0.1 0.0 -1.0567
C 0.88557 -4.39588 1.76364 -0.1 0.2 0.2 0.9800
C 1.30315 -5.19380 0.69116 0.1 -0.2 -0.1 -0.5088
C 1.26190 -4.71819 -0.59781 0.0 0.0 0.0 -0.7423
C 0.79636 -3.42682 -0.82225 -0.1 0.2 0.2 -0.2738
N 0.38375 -2.63108 0.15835 0.2 -0.6 0.5 -0.3027
C 0.43683 -3.08470 1.44939 -0.1 0.2 -0.1 0.2847
C -2.28439 2.00813 3.22842 -0.1 0.1 0.1 -1.0540
H -3.51380 4.37091 1.14451 0.0 0.0 -0.1 0.4266
H -2.55120 2.78979 -0.52777 0.0 0.0 0.1 0.3926
H -1.30572 -0.31457 3.90777 0.0 0.0 0.1 0.1664
H -0.29841 -2.03173 4.64353 0.0 0.0 0.0 0.2867
H 0.48521 -4.30448 5.13756 0.0 0.0 0.0 0.3500
H 1.22820 -5.83383 3.35007 0.0 0.0 0.0 0.3677
H 1.67574 -6.19189 0.89825 0.0 0.0 0.0 0.4007
H 1.58654 -5.32499 -1.43232 0.0 0.0 0.0 0.3912
H 0.75036 -3.01963 -1.82546 0.0 0.0 0.0 0.4399
H -2.21785 1.78804 4.28885 0.0 0.0 0.0 0.3956
C 2.03837 0.13144 -0.40065 0.1 -0.1 -0.4 -1.6219
Ge 3.78990 -0.17316 0.29230 0.0 0.1 0.1 2.1411
C 4.23991 1.04500 1.76841 0.1 0.1 0.2 -0.4609
C 5.54569 1.05877 2.27203 -0.1 0.1 0.1 0.0027
C 5.89857 1.89757 3.32282 -0.1 0.0 -0.1 -0.6983
C 4.94481 2.74008 3.88993 0.0 -0.1 -0.1 -0.4099
C 3.64528 2.73764 3.40208 0.0 -0.1 -0.1 -0.5822
C 3.29651 1.89462 2.34757 0.1 -0.1 0.1 -0.0736
C 5.18792 0.25936 -1.03313 0.1 0.1 -0.3 0.0705
C 5.21422 1.60414 -1.42994 0.1 -0.1 -0.1 -0.4933
C 6.08434 2.05181 -2.41659 0.0 -0.1 0.1 -0.6547
C 6.95561 1.16109 -3.03685 -0.1 0.0 0.1 -0.3903
C 6.95112 -0.17294 -2.65520 -0.1 0.0 0.1 -0.6613
C 6.07526 -0.61521 -1.66344 0.1 0.2 0.0 -0.0632
C 4.09461 -1.93846 1.09916 0.1 -0.3 0.1 -0.2900
C 3.87417 -2.09077 2.47611 0.1 -0.1 -0.2 -0.1356
C 4.14866 -3.29127 3.11957 0.0 0.0 -0.1 -0.8184
C 4.65922 -4.36933 2.40326 -0.1 0.1 0.0 -0.4288
C 4.86216 -4.24857 1.03571 -0.1 0.1 0.0 -0.9694
C 4.57069 -3.04753 0.39187 -0.1 0.0 0.2 0.0711
H 2.15287 0.70675 -1.33108 -0.1 0.0 0.1 0.7793
H 6.29791 0.40465 1.83880 0.0 0.0 0.0 0.3264
H 6.91476 1.89626 3.70040 0.0 0.0 0.0 0.3742
H 5.21801 3.39768 4.70748 0.0 0.0 0.0 0.3610
H 2.89940 3.39594 3.83414 0.0 0.0 0.0 0.4288
H 2.28443 1.91210 1.95685 0.1 0.0 0.0 0.1509
H 4.53868 2.31583 -0.96112 0.0 0.0 0.0 0.2962
H 6.08279 3.09722 -2.70248 0.0 0.0 0.0 0.3866
H 7.63232 1.50606 -3.81073 0.0 0.0 0.0 0.3507
H 7.63168 -0.87392 -3.12566 0.0 0.0 0.0 0.3686
H 6.11211 -1.65555 -1.37345 0.0 -0.1 0.0 0.1783
H 3.49395 -1.25638 3.05792 0.0 0.0 0.0 0.3913
H 3.95571 -3.38700 4.18138 0.0 0.0 0.0 0.3770
H 4.88150 -5.30352 2.90785 0.0 0.0 0.0 0.3925
H 5.23784 -5.09099 0.46451 0.0 0.0 0.0 0.3494
H 4.69762 -2.99366 -0.68224 0.0 0.0 0.0 0.4373
C 0.68302 6.46478 -0.71840 0.0 -0.1 0.1 -1.0440
N 0.09471 5.75033 0.38663 0.1 0.0 -0.2 0.0901
C -0.52522 6.47093 1.48634 0.0 -0.1 0.0 -0.8067
C -0.93960 5.34210 2.43665 0.2 0.3 -0.2 0.1802
N -0.08201 4.25425 1.98221 0.1 0.0 0.0 0.1694
C 0.42684 4.47642 0.73667 -0.1 0.0 0.2 0.0744
S 1.29455 3.35328 -0.13585 -0.3 0.4 -0.1 -0.3747
H -0.05875 7.13050 -1.16446 0.0 0.0 0.0 0.3048
H 1.01948 5.74551 -1.46025 0.0 0.0 0.0 0.3334
H 1.54388 7.06326 -0.39442 0.0 0.0 0.0 0.3220
H -1.38045 7.05070 1.13612 0.0 0.0 0.0 0.4219
H 0.18945 7.16250 1.94900 0.1 0.0 0.0 0.3197
H -1.99650 5.09124 2.32746 0.7 0.5 0.0 -0.4050
H -0.74644 5.58751 3.47935 0.0 0.0 0.0 0.3036
H -0.31262 3.29692 2.20800 0.0 0.0 0.1 0.0609
```
Forces are in eV/Å.

Computed properties:
Orbital gap (spin up / spin down): 6.990 / 4.884 eV
Net charge: -1



Record-wise max |F| values, in Eh/bohr: 0.0331, 0.0602, 0.0186